[1]
Here is a 7-piece molecular cluster, C30H60F4N11O10S4 overall from OMol25. Energies are from the ωB97M-V functional and the def2-TZVPD basis.

Its total charge is +3. The energy is -4524.921017 Eh. The highest occupied orbital energy is -15.17 eV.

Geometry as XYZ:
```
119
Properties=species:S:1:pos:R:3:mulliken_charge:R:1
C -3.4647 -5.7451 2.1417 -0.96
C -4.6201 -4.7684 2.3490 -0.51
N -4.3306 -3.5515 1.5682 0.21
C -4.0178 -2.3346 2.0860 -0.84
C -3.6195 -1.4901 1.0487 -0.27
N -3.8470 -2.2423 -0.1190 0.34
C -4.1754 -3.5013 0.2233 -0.22
C -3.6564 -1.7488 -1.4542 -1.27
H -2.5558 -5.3029 2.5495 0.16
H -3.3184 -5.9745 1.0862 0.41
H -3.7456 -6.6764 2.6335 0.39
H -4.6253 -4.5685 3.4205 0.32
H -5.5973 -5.1588 2.0650 0.36
H -4.1164 -2.2240 3.1558 0.55
H -3.2186 -0.4879 1.0119 0.59
H -4.3607 -4.3039 -0.4753 0.49
H -4.6684 -1.5873 -1.8254 0.46
H -3.0492 -2.2741 -2.1914 0.53
H -3.2024 -0.7595 -1.5125 0.15
C -2.2582 -2.3946 -4.9830 -0.77
C -1.4007 -1.5239 -5.8130 -0.52
N -1.2053 -0.2556 -5.2185 0.28
C -0.0604 0.2771 -4.7060 -0.40
C -0.3897 1.5077 -4.0703 -1.01
N -1.7535 1.7723 -4.3417 0.29
C -2.2488 0.6785 -5.0037 -0.37
C -2.5686 2.9060 -4.0097 -0.82
H -3.1473 -1.9667 -4.5198 0.28
H -1.6121 -2.7210 -4.1681 0.10
H -2.6454 -3.2992 -5.4520 0.46
H -1.9005 -1.2794 -6.7503 0.33
H -0.3784 -1.8728 -5.9587 0.30
H 0.8116 -0.3600 -4.7165 0.55
H 0.1034 2.2335 -3.4405 0.87
H -3.2396 0.5858 -5.4235 0.46
H -3.5914 2.7245 -4.3399 0.27
H -2.1971 3.8276 -4.4577 0.31
H -2.5183 2.8364 -2.9231 0.39
C 4.6903 3.9006 -1.2690 -1.32
C 3.4244 3.6108 -2.0949 0.03
N 3.6523 2.6509 -3.2555 0.31
C 3.1714 2.7533 -4.5158 -0.51
C 3.4263 1.5495 -5.1588 -0.67
N 4.0284 0.6856 -4.2853 0.27
C 4.1079 1.3806 -3.1442 -0.57
C 4.2808 -0.6904 -4.4530 -0.83
H 5.3994 4.2179 -2.0336 0.46
H 5.0995 2.9485 -0.9312 0.26
H 4.6138 4.6749 -0.5057 0.37
H 2.9601 4.5768 -2.2933 0.47
H 2.6615 3.0985 -1.5086 -0.15
H 2.8226 3.7032 -4.8933 0.54
H 3.2042 1.1319 -6.1297 0.56
H 4.4367 0.8113 -2.2874 0.69
H 3.6796 -1.1037 -5.2628 0.36
H 4.1259 -1.3410 -3.5923 0.32
H 5.3329 -0.7327 -4.7347 0.39
C -2.6427 4.2927 0.2308 -1.27
C -2.2516 3.5086 1.4978 0.27
N -0.9618 3.9001 1.9152 0.41
C -0.6619 4.0515 3.2530 -0.70
C 0.6736 4.2137 3.3891 -0.49
N 1.2806 4.1448 2.2017 0.41
C 0.2548 3.9885 1.2972 -0.78
C 2.6712 4.5565 1.9006 -0.46
H -3.5915 3.9247 -0.1596 0.44
H -1.9373 4.0151 -0.5524 0.16
H -2.7115 5.3747 0.3431 0.38
H -2.1974 2.4498 1.2449 -0.20
H -2.9924 3.6078 2.2912 0.43
H -1.4698 3.8900 3.9512 0.57
H 1.2877 4.3472 4.2675 0.54
H 0.4432 3.8016 0.2503 0.55
H 3.0120 3.8673 1.1280 -0.13
H 3.3082 4.2546 2.7320 0.35
H 2.6046 5.6201 1.6714 0.36
C -0.4943 1.1389 5.1258 -1.03
O -0.6413 1.1654 3.7606 0.25
C -1.4497 0.1598 3.2482 0.10
C -0.8345 -1.2752 3.5859 -0.26
N 0.5404 -1.4852 2.8902 1.14
H 0.5827 -1.1852 1.9267 -0.25
H 1.1586 -0.7804 3.2660 0.43
C 1.3430 -2.7277 3.1065 -0.50
C 0.4822 -3.9997 3.4130 -0.60
O 0.1358 -4.0477 4.7960 -0.37
C -0.9331 -4.9130 5.1128 -0.60
H -1.4776 1.0312 5.5837 0.42
H -0.0756 2.0941 5.4425 0.27
H 0.1757 0.3588 5.4871 0.28
H -1.2639 0.2595 2.1788 -0.84
H -2.4519 0.2318 3.6707 0.54
H -1.4701 -1.9992 3.0761 -0.06
H -0.7980 -1.4985 4.6522 0.53
H 2.0845 -2.4688 3.8623 0.45
H 1.9722 -2.8517 2.2251 0.48
H 1.0566 -4.9101 3.2416 0.67
H -0.3610 -3.9404 2.7248 0.03
H -1.8385 -4.4790 4.6886 0.10
H -1.1224 -4.9942 6.1832 0.32
H -0.8309 -5.9445 4.7755 0.34
N 5.6224 -0.1447 1.5274 -0.51
S 4.1333 0.8241 1.6351 1.03
O 3.0845 0.3867 2.5451 -0.50
O 3.6196 1.3716 0.3648 -0.22
F 4.7331 2.2302 2.3316 -0.36
S 4.9341 -1.1166 0.6420 0.87
O 5.1278 -0.9430 -0.7825 -0.60
O 3.7695 -1.8778 1.0600 -0.48
F 5.9967 -2.2856 0.7512 -0.33
N 0.3752 -1.0950 0.3429 -0.47
S 0.2987 -1.7168 -1.0182 0.85
O 1.5462 -1.9695 -1.7632 -0.71
O -0.8215 -1.3624 -1.9131 -0.44
F 0.0050 -3.2952 -0.6291 -0.38
S 0.2674 0.4633 -0.3246 0.21
O -1.1253 0.8711 -0.6101 -0.58
O 1.3988 0.8786 -1.1861 0.31
F 0.6998 1.2300 1.0338 -0.24
```

[2]
Here is C16H11BrFN9O2V as an isolated structure from OMol25. Energies are from the ωB97M-V functional and the def2-TZVPD basis.

As for the spin multiplicity: 2. The energy is -4877.487793 Eh. The energy relative to the best compared isomer or geometry (same formula, charge and spin) comes out at 0.000 eV. The highest occupied orbital energy (alpha / beta) is -8.89 / -8.88 eV.

Geometry as XYZ:
```
41
Properties=species:S:1:pos:R:3:lowdin_spin:R:1
V -0.1490 -1.1006 0.2533 1.23
N 2.6427 -2.1026 1.6617 0.00
C 2.5725 -2.1828 0.3013 0.00
N 3.5633 -2.5341 -0.4838 0.00
N 3.0413 -2.4931 -1.7328 0.00
N 1.8166 -2.1505 -1.7246 0.01
N 1.4528 -1.9383 -0.4151 0.00
C 1.5497 -1.9869 2.4859 0.00
N 1.5674 -2.1549 3.7873 0.00
N 0.2806 -1.9830 4.1686 0.00
N -0.4744 -1.7345 3.1683 0.01
N 0.3088 -1.7155 2.0551 -0.01
H 3.5177 -2.3551 2.0922 0.00
F -2.1577 -0.8543 -4.8639 -0.01
C -2.0572 -1.2422 -3.5920 -0.03
C -1.2256 -2.2996 -3.2833 0.01
C -1.1364 -2.6928 -1.9617 -0.03
C -1.8681 -2.0363 -0.9525 -0.01
C -1.6818 -2.3858 0.4522 -0.13
C -2.6871 -0.9438 -1.3239 -0.03
C -2.7957 -0.5531 -2.6362 0.01
H -0.6499 -2.7835 -4.0587 0.00
H -0.4910 -3.5196 -1.6976 0.00
H -1.3324 -3.3854 0.6852 0.00
H -2.3991 -1.9962 1.1704 0.00
H -3.2364 -0.4148 -0.5555 0.00
H -3.4241 0.2726 -2.9380 0.00
Br 2.9429 5.7005 1.9876 0.00
C 1.4455 4.8077 1.2567 0.00
C 0.3557 5.5485 0.8235 0.00
C -0.7467 4.8976 0.2876 0.00
C -0.7577 3.5163 0.1860 0.00
C 0.3430 2.7901 0.6252 0.00
C 1.4544 3.4294 1.1653 0.00
C 0.3555 1.3167 0.5358 0.00
O 1.2872 0.6086 0.9209 -0.01
O -0.6895 0.7089 0.0162 -0.01
H 0.3705 6.6263 0.9065 0.00
H -1.5975 5.4742 -0.0488 0.00
H -1.6091 2.9963 -0.2295 0.00
H 2.2982 2.8456 1.5052 0.00
```

[3]
Here is C13H14F3NO5 in the gas phase from OMol25. Energies are from the ωB97M-V functional and the def2-TZVPD basis.

The energy is -1234.382359 Eh. As for the SMILES: COC(=O)[C@](O)(CC(=O)Nc1ccccc1OC)C(F)(F)F. The highest occupied orbital energy is -8.53 eV.

Geometry as XYZ:
```
36
Properties=species:S:1:pos:R:3:nbo_charge:R:1
C 3.6271 1.8457 0.3275 -0.26
O 2.4527 1.3975 0.9997 -0.50
C 2.3433 0.0935 1.1454 0.83
O 3.1817 -0.7365 0.9097 -0.61
C 1.0353 -0.3233 1.8641 0.08
O 0.9864 -1.7135 1.9041 -0.70
C -0.2042 0.2546 1.1716 -0.52
C -0.0582 0.0215 -0.3301 0.70
O 1.0411 -0.0639 -0.8421 -0.62
N -1.2341 -0.0467 -0.9815 -0.61
C -1.4729 -0.2288 -2.3516 0.16
C -0.4723 -0.4083 -3.2920 -0.23
C -0.7988 -0.5839 -4.6273 -0.22
C -2.1212 -0.5810 -5.0236 -0.21
C -3.1339 -0.4034 -4.0917 -0.29
C -2.8227 -0.2264 -2.7545 0.26
O -3.7384 -0.0416 -1.7491 -0.52
C -5.1065 -0.0466 -2.0814 -0.25
C 1.1047 0.2012 3.3146 0.96
F 0.0386 -0.1790 4.0288 -0.32
F 1.1402 1.5411 3.3826 -0.32
F 2.1866 -0.2459 3.9582 -0.31
H 3.6091 2.9306 0.3818 0.20
H 4.5172 1.4452 0.8154 0.20
H 3.5993 1.5061 -0.7090 0.20
H 1.8367 -2.0433 1.5518 0.51
H -1.0912 -0.2361 1.5735 0.24
H -0.2603 1.3300 1.3551 0.26
H -2.0887 0.0425 -0.4470 0.42
H 0.5553 -0.4121 -2.9709 0.25
H -0.0135 -0.7238 -5.3532 0.22
H -2.3799 -0.7178 -6.0623 0.21
H -4.1603 -0.4054 -4.4218 0.22
H -5.4087 -1.0033 -2.5175 0.18
H -5.6369 0.1050 -1.1426 0.20
H -5.3535 0.7654 -2.7718 0.18
```

[4]
Here is C10H33BO5Pd as an isolated structure from OMol25. Energies are from the ωB97M-V functional and the def2-TZVPD basis.

As for the spin multiplicity: 3. The energy is -929.299210 Eh. The energy relative to the best compared isomer or geometry (same formula, charge and spin) comes out at 6.430 eV. The highest occupied orbital energy (alpha / beta) is -7.80 / -7.80 eV.

Geometry as XYZ:
```
50
Properties=species:S:1:pos:R:3:lowdin_spin:R:1
Pd -0.4029 0.3561 -0.9343 1.00
B -2.7919 2.7036 -2.0882 0.00
H -2.3901 2.0262 -2.8258 0.00
H -3.5732 3.3219 -2.5023 0.00
H -3.2011 2.1642 -1.2481 0.00
H -1.9961 3.2978 -1.6665 0.00
C 1.7176 2.1422 -5.8387 0.00
C 2.0013 0.6648 -5.6582 0.09
O 1.5988 0.1727 -4.3928 0.85
H 1.8274 2.4786 -6.8696 0.00
H 2.3761 2.7167 -5.1872 0.00
H 0.6691 2.3950 -5.6809 0.00
H 3.0515 0.4230 -5.8217 0.03
H 1.4998 0.0974 -6.4422 0.04
C 1.9892 -1.6135 3.8526 0.00
C 2.4745 -2.4673 2.6809 0.00
O 1.8960 -1.8756 1.5145 0.00
H 2.4812 -1.9897 4.7495 0.00
H 0.9151 -1.6997 4.0168 0.00
H 2.3751 -0.5942 3.8352 0.00
H 2.1574 -3.5014 2.8161 0.00
H 3.5551 -2.4491 2.5390 0.00
H 2.4953 -2.1247 0.8072 0.00
C -3.4420 -4.9248 0.0403 0.00
C -2.6452 -4.4096 -1.1877 0.00
O -2.8530 -2.9830 -1.2491 0.00
H -3.0859 -4.4824 0.9707 0.00
H -3.2612 -5.9966 0.1225 0.00
H -4.5184 -4.7589 0.0855 0.00
H -3.0139 -4.7906 -2.1401 0.00
H -1.5744 -4.6107 -1.1548 0.00
H -3.7993 -2.9218 -1.3989 0.00
C 4.7655 3.9482 0.9848 0.00
C 4.1088 3.0507 -0.1516 0.00
O 2.7111 3.1558 -0.1110 0.00
H 5.8551 3.9229 1.0027 0.00
H 4.4985 3.7334 2.0195 0.00
H 4.4432 4.9635 0.7536 0.00
H 4.4131 2.0332 0.0939 0.00
H 4.4930 3.2758 -1.1465 0.00
H 2.5410 4.0578 -0.3922 0.00
C -3.6862 -0.3904 4.3848 0.00
C -3.5419 0.3806 3.0923 0.00
O -2.1526 0.5487 2.7621 0.00
H -4.6996 -0.3693 4.7856 0.00
H -3.0844 0.1591 5.1086 0.00
H -3.3728 -1.4239 4.2372 0.00
H -4.0802 1.3283 3.0769 0.00
H -4.0499 -0.2004 2.3226 0.00
H -1.6936 1.0596 3.4328 0.00
```